52
Properties=species:S:1:pos:R:3:forces:R:3 method="wB97M-V/def2-TZVPD" e_tot_ev=-34271.746 relative_energy_kcal_mol=0.0 largest_force_ev_per_a=0.79 orbital_gap_ev=8.54
O -0.925 -3.646 0.708 -0.213 -0.200 -0.001
O 1.398 -0.431 -0.513 0.142 -0.079 0.076
O -2.368 -3.196 -1.289 0.028 -0.014 0.036
N 2.340 -2.224 2.897 -0.217 0.078 -0.351
N 1.256 -4.449 4.124 0.091 -0.127 0.258
N 0.003 0.026 -2.221 0.251 0.027 0.168
N 0.853 -2.312 1.183 0.023 0.311 -0.376
C 0.518 3.229 -0.964 -0.284 -0.267 -0.024
C -2.954 -1.737 -3.542 0.120 0.051 0.077
C -3.247 -0.990 -4.655 -0.070 -0.039 -0.036
C 0.377 -0.741 -1.133 -0.030 -0.032 -0.104
C 2.291 -3.807 4.651 0.090 0.077 0.030
C 0.813 1.201 -2.516 0.204 0.366 -0.068
C 1.300 -2.865 2.364 0.241 -0.311 0.691
C 0.754 -3.994 2.994 -0.219 0.016 -0.295
C 0.660 3.179 4.091 -0.105 -0.216 -0.111
C 0.179 2.452 0.305 0.236 0.389 0.013
C -1.381 0.459 -4.172 0.100 0.085 -0.015
C -0.200 -2.684 0.422 0.243 0.272 -0.018
C -2.450 0.109 -4.966 0.024 -0.060 0.094
C -1.566 -2.187 -1.557 0.382 0.088 0.316
C 0.283 2.412 2.830 0.129 0.331 0.011
C 0.073 2.523 -2.246 0.201 0.105 0.093
C -1.063 -0.288 -3.029 -0.535 -0.477 -0.117
C 0.547 3.228 1.566 -0.228 -0.433 -0.002
C -0.466 -1.862 -0.778 -0.326 -0.280 -0.019
C -1.869 -1.401 -2.723 -0.099 0.109 -0.181
C 2.832 -2.690 4.032 -0.076 -0.179 0.095
H -0.776 2.143 2.871 -0.020 -0.089 -0.031
H 1.143 1.139 -3.556 -0.017 -0.034 0.068
H 0.723 1.508 0.312 -0.068 -0.054 -0.006
H -4.083 -1.250 -5.286 -0.077 -0.036 -0.046
H 1.695 1.131 -1.878 -0.131 -0.007 -0.218
H -2.018 -3.635 -0.451 0.096 0.206 -0.127
H -0.891 2.226 0.318 -0.076 -0.067 -0.003
H -2.670 0.700 -5.842 0.003 0.065 -0.065
H 1.717 3.436 4.078 0.116 0.060 0.047
H 3.674 -2.150 4.442 0.062 -0.039 0.117
H 0.858 1.484 2.783 -0.048 -0.086 -0.030
H 0.463 2.580 4.977 0.016 0.018 0.147
H -0.793 1.317 -4.448 0.079 0.096 0.023
H -0.026 4.158 1.607 0.035 0.100 0.010
H 1.606 3.493 1.528 0.068 0.089 0.001
H -3.546 -2.597 -3.270 -0.062 -0.061 -0.001
H 2.682 -4.203 5.577 0.119 0.064 0.077
H 1.394 -1.506 0.836 -0.208 -0.200 -0.013
H 1.596 3.403 -1.004 0.074 0.080 -0.002
H -1.001 2.332 -2.188 -0.036 0.046 -0.090
H 0.242 3.201 -3.085 -0.087 -0.023 -0.073
H 0.028 4.205 -0.925 0.065 0.071 0.008
H 0.085 4.100 4.165 -0.032 0.115 0.055
H -0.088 -4.528 2.582 0.021 0.094 -0.087


55
Properties=species:S:1:pos:R:3:forces:R:3 method="wB97M-V/def2-TZVPD" e_tot_ev=-57987.036 relative_energy_kcal_mol=40.6 largest_force_ev_per_a=1.50 orbital_gap_ev=8.96
S 0.441 -0.862 3.126 0.466 0.054 -0.654
S 2.683 2.392 1.426 -0.441 -0.136 0.393
O 2.557 3.710 1.966 -0.271 0.092 -0.142
O -0.300 0.565 -5.697 0.009 -0.142 -0.118
O 3.903 1.677 1.613 -0.100 -0.189 -0.378
O -1.556 -1.204 -0.249 0.007 -0.229 0.001
N 1.412 1.532 2.206 0.666 1.070 -0.215
N 0.425 1.845 -3.999 -0.131 0.424 -0.291
N 1.328 -1.684 0.881 -0.016 -1.337 -0.382
N 1.627 -0.389 0.907 0.358 1.130 0.035
C -1.994 0.071 0.178 -0.135 0.241 0.266
C -0.738 -0.257 -2.334 -0.182 -0.037 0.159
C -0.118 -0.479 -3.562 -0.193 -0.588 0.018
C 2.131 2.322 -0.255 0.317 0.099 0.537
C 0.681 3.128 -1.966 0.024 -0.149 -0.095
C -2.094 2.034 2.684 -0.232 0.011 -0.132
C -3.232 1.218 2.078 0.188 -0.160 0.024
C -0.481 -2.585 -1.803 -0.088 0.171 0.087
C 2.562 1.285 -1.060 0.131 -0.004 -0.215
C 1.216 3.257 -0.698 -0.001 0.131 0.008
C 2.009 1.139 -2.316 0.055 0.289 0.016
C 0.009 0.646 -4.530 -0.038 0.135 -0.060
C -0.932 -1.310 -1.451 0.082 -0.087 -0.252
C 0.711 -2.120 1.909 -0.212 0.347 0.568
C 0.235 -3.510 2.095 -0.094 -0.202 0.187
C 0.680 -4.097 3.432 -0.053 -0.036 -0.185
C 0.125 -2.798 -3.022 -0.045 -0.021 0.092
C -2.763 -0.110 1.484 -0.007 0.060 -0.308
C 1.248 0.207 1.983 -0.645 -1.290 0.429
C 0.297 -1.754 -3.917 0.031 0.361 -0.118
C 1.037 2.038 -2.762 0.408 0.093 0.541
H -2.482 2.950 3.123 0.059 0.115 0.064
H -3.964 1.006 2.860 -0.076 0.045 -0.068
H 0.318 -5.117 3.531 -0.024 -0.072 0.083
H -3.733 1.804 1.305 -0.115 0.031 0.020
H 2.314 0.326 -2.954 0.067 -0.063 -0.039
H -1.355 2.303 1.933 0.123 0.063 -0.029
H -1.600 1.462 3.467 0.095 -0.040 0.122
H 0.755 -1.914 -4.881 0.024 -0.018 -0.109
H 0.625 -4.102 1.266 -0.058 0.078 -0.029
H -1.125 0.731 0.317 -0.062 -0.034 -0.083
H -2.658 0.519 -0.574 0.082 -0.015 0.036
H 0.460 -3.790 -3.285 0.033 -0.093 -0.010
H 3.309 0.607 -0.688 0.040 -0.116 -0.051
H 0.263 2.657 -4.582 0.009 -0.187 0.002
H -0.858 -3.512 2.037 0.009 -0.058 -0.086
H -1.082 0.736 -2.092 -0.010 0.068 0.076
H 0.286 -3.508 4.257 -0.009 -0.025 0.142
H -0.038 3.847 -2.332 -0.104 0.043 -0.014
H 1.765 -4.106 3.500 0.083 -0.001 0.060
H 1.137 1.897 3.104 0.104 0.249 0.004
H -3.625 -0.748 1.279 0.005 -0.052 -0.006
H -0.629 -3.390 -1.101 -0.005 -0.118 0.100
H -2.129 -0.632 2.201 -0.033 -0.041 -0.016
H 0.936 4.067 -0.043 -0.100 0.139 0.013


55
Properties=species:S:1:pos:R:3:forces:R:3 method="wB97M-V/def2-TZVPD" e_tot_ev=-57969.336 relative_energy_kcal_mol=448.7 largest_force_ev_per_a=14.79 orbital_gap_ev=8.60
S 5.799 1.219 0.723 6.781 -6.502 1.856
S -1.149 0.941 -0.970 -2.579 3.257 -0.074
O 7.191 0.373 0.328 -5.358 4.085 1.212
O -3.289 0.408 2.923 -0.322 0.097 -0.102
O 5.766 1.838 2.130 -0.558 -1.054 -5.060
O -3.129 -1.355 -1.441 -0.383 3.812 5.039
N 1.205 0.089 -1.714 -10.769 2.042 0.563
N -3.568 0.034 0.747 3.280 -4.313 -5.811
N -0.394 -1.401 -0.301 0.003 6.536 -1.812
N 5.334 2.143 -0.532 2.845 -3.348 -4.023
C 2.171 2.209 -1.322 3.674 0.895 -3.559
C -2.877 -0.755 -0.334 2.142 -5.207 -1.470
C 0.403 -2.377 -0.688 -5.025 -8.465 9.985
C 3.540 0.275 1.467 -1.667 -11.818 -8.740
C -6.342 2.244 0.708 1.403 0.320 -2.216
C 1.559 1.228 -2.345 -3.633 4.763 -0.116
C 1.399 -2.801 0.384 -1.283 -5.397 0.782
C -5.045 1.702 0.719 -0.968 11.278 7.282
C -1.494 -0.610 1.670 -1.951 6.756 -2.377
C -2.916 -0.007 1.842 3.498 0.506 5.229
C 4.606 -1.245 -0.355 9.357 7.764 0.248
C -0.029 -0.162 -0.991 0.366 -1.326 0.232
C -5.640 -0.222 -0.272 -3.281 -2.631 0.874
C 2.479 -1.943 0.371 1.900 5.418 4.052
C -4.755 0.500 0.491 -2.885 -4.541 -3.902
C -7.206 1.380 -0.027 -6.345 11.669 3.459
C -7.011 0.190 -0.396 2.205 -5.864 -4.201
C 3.626 -1.996 -0.350 -4.327 -9.702 -4.567
C 2.496 -0.846 1.220 -1.996 3.508 6.494
C -1.610 -1.530 0.644 1.127 0.393 -8.624
C 4.535 -0.140 0.573 0.916 4.113 1.927
H 3.121 1.703 -0.945 -1.124 0.913 -0.643
H 1.595 2.373 -0.446 -0.990 0.641 0.262
H -1.703 -2.649 0.664 -0.471 1.253 0.788
H 6.012 2.316 -1.369 -1.167 -1.034 2.282
H 0.781 -2.481 -1.513 3.955 0.210 -9.252
H -0.683 0.223 1.722 -1.558 -1.193 -1.223
H 2.069 1.035 -3.240 1.380 -0.129 -0.948
H 3.482 0.938 2.143 -0.257 4.801 4.645
H 1.681 -0.565 -1.447 8.300 -8.358 2.635
H -5.560 -1.293 -0.401 0.917 -0.009 -0.490
H 5.180 2.950 -0.142 -1.690 6.280 2.311
H -4.335 2.336 1.529 -1.317 -1.688 -2.741
H -0.336 -3.383 -0.675 1.601 1.939 -0.450
H 1.809 -3.811 0.102 -0.418 0.601 -0.227
H -6.481 3.405 0.946 -0.134 -3.120 -0.464
H 0.507 1.735 -2.761 2.536 -1.251 1.056
H 5.648 -1.268 -0.984 -2.938 -0.319 1.676
H 1.634 -0.737 2.337 2.104 -0.725 -3.985
H 2.525 3.191 -2.038 -1.061 -2.282 2.650
H 1.008 -3.103 1.435 0.120 1.352 -1.707
H 3.718 -2.975 -1.020 -0.255 1.945 1.116
H -8.323 2.079 -0.132 2.915 -2.847 -0.097
H -1.229 -1.069 2.420 1.900 -4.514 8.650
H -7.774 -0.335 -1.087 1.487 0.489 1.575


57
Properties=species:S:1:pos:R:3:forces:R:3 method="wB97M-V/def2-TZVPD" e_tot_ev=-70852.918 total_charge=+2 largest_force_ev_per_a=1.91 orbital_gap_ev=6.09
S -6.080 3.466 -1.354 0.048 0.068 -0.219
S -3.908 3.831 0.660 0.365 -0.528 -0.027
S 1.418 -4.344 3.607 -0.340 -1.726 0.744
O 2.454 -5.093 4.232 0.471 0.576 -0.177
O 2.871 -1.808 -1.603 -0.173 -0.036 0.286
O 4.540 -3.204 -2.148 -0.103 0.000 0.088
O 2.621 -4.042 -1.399 0.089 0.088 0.168
O 0.090 -4.873 3.636 -0.260 0.701 -0.351
N -4.276 1.602 -0.828 -0.307 0.919 -0.365
N -3.230 0.040 -1.945 0.732 -0.104 -0.811
N 1.560 -2.765 1.420 -0.315 -0.364 -0.267
N -0.293 3.737 -0.363 0.276 -0.302 -0.329
C 0.955 -0.183 0.710 -0.201 -0.124 0.081
C 0.282 -2.450 1.124 -0.168 0.733 -0.251
C -3.287 5.291 -0.256 -0.194 -0.079 0.304
C 3.310 -2.915 -1.710 0.161 -0.054 -0.359
C 0.554 3.568 0.658 0.306 -0.134 0.610
C 0.554 1.194 0.342 -0.066 0.141 -0.324
C 2.532 -1.847 1.343 0.280 0.165 0.053
C -4.809 2.902 -0.571 -0.171 0.313 0.092
C -0.712 2.665 -1.059 0.048 -0.172 0.241
C 3.381 -5.169 -1.889 0.061 -0.253 -0.096
C -0.790 5.086 -0.742 -0.655 -0.101 0.289
C -3.638 1.280 -1.998 -0.267 -0.533 0.766
C 4.785 -4.605 -1.936 0.102 -0.238 -0.009
C 1.841 -4.151 1.831 -0.369 0.837 0.251
C -0.037 -1.160 0.767 0.112 -0.160 0.016
C -0.312 1.386 -0.727 -0.203 0.291 -0.170
C -3.612 -0.453 -0.740 -0.229 0.276 0.514
C 0.992 2.316 1.037 -0.044 -0.141 -0.198
C -1.858 5.578 0.244 -0.500 0.196 -0.230
C 2.262 -0.544 0.988 -0.170 0.042 0.182
C -4.275 0.508 -0.027 0.356 -0.477 0.268
H -0.701 0.575 -1.328 -0.008 -0.090 -0.012
H 0.029 5.785 -0.866 0.297 -0.160 0.163
H -1.779 6.650 0.398 0.283 0.097 -0.078
H -3.542 1.990 -2.798 -0.032 -0.020 -0.217
H -1.390 2.847 -1.874 -0.044 0.048 -0.128
H 0.878 4.436 1.213 -0.099 0.229 -0.158
H -3.955 6.121 -0.060 -0.026 0.131 0.068
H -3.427 -1.458 -0.409 -0.006 -0.252 -0.218
H -3.312 5.109 -1.326 -0.095 -0.138 -0.085
H 5.386 -5.016 -2.741 -0.003 0.184 -0.087
H 1.370 -3.071 4.100 0.224 0.044 -0.304
H -0.484 -3.208 1.167 0.175 -0.306 0.142
H 3.001 -5.443 -2.872 -0.013 0.075 -0.009
H 3.283 -6.020 -1.221 -0.122 0.114 0.106
H 3.531 -2.188 1.562 0.095 -0.027 0.028
H 3.059 0.178 0.916 0.221 -0.047 -0.005
H -4.733 0.465 0.942 -0.130 0.184 0.095
H 2.868 -4.430 1.639 0.118 0.040 0.018
H -1.735 5.107 1.217 0.216 0.098 0.158
H -1.059 -0.904 0.530 -0.155 -0.100 0.027
H 1.119 -4.780 1.325 0.169 -0.345 -0.098
H 5.321 -4.728 -0.994 -0.017 0.043 -0.002
H 1.659 2.197 1.874 0.081 0.224 0.140
H -1.271 4.939 -1.700 0.203 0.154 -0.316